(1)
Formula: C26H43Br3O15
Source: the OMol25 dataset
Level of theory: ωB97M-V/def2-TZVPD

XYZ file:
```
87
Properties=species:S:1:pos:R:3:forces:R:3:mulliken_charge:R:1
C -8.553 8.634 2.507 -0.6708 1.2210 -0.3044 -1.2402
C -7.393 8.249 1.665 -1.0067 0.4359 -0.8606 0.4119
C -6.178 7.850 2.468 -1.1658 -0.3661 -1.1258 -0.4276
O -5.759 6.706 1.654 2.6641 1.2739 2.5033 -0.3287
C -6.692 6.255 0.886 -2.5902 -1.0459 -2.0239 0.6169
O -6.638 5.237 0.247 -0.1035 0.9836 0.6114 -0.5555
O -7.790 7.114 0.876 1.5986 -1.3973 0.6262 -0.2672
H -8.821 7.831 3.195 -0.0035 0.2079 0.0899 0.3626
H -9.399 8.909 1.878 -0.1812 -0.4695 -0.0814 0.1094
H -8.358 9.591 2.990 0.2420 -0.1984 0.6196 0.4162
H -7.154 8.962 0.876 0.1515 0.6405 0.4523 0.2943
H -6.485 7.586 3.480 0.2998 -0.6711 -0.0705 0.3018
H -5.508 8.705 2.548 0.6604 -0.6349 -0.4299 0.3320
C -11.655 15.337 -0.375 0.2513 1.3409 0.0399 -1.4424
C -12.580 14.938 0.776 0.8472 0.7482 -1.7046 0.4090
C -14.029 14.673 0.379 1.1862 -0.7452 0.4462 -0.3581
O -14.165 13.292 0.766 -1.4526 -0.1305 0.5856 -0.3250
C -13.027 12.780 1.291 -0.5311 -3.9009 -1.8495 0.7031
O -12.871 11.576 1.536 -0.4716 3.6761 0.0898 -0.5772
O -12.086 13.668 1.108 1.7912 -0.1425 2.0763 -0.3209
H -11.727 14.734 -1.281 -0.3356 -0.3061 0.2644 0.3412
H -10.611 15.326 -0.062 -0.0410 -0.3141 0.2317 0.3400
H -11.791 16.375 -0.678 -0.3836 0.1165 -0.0311 0.4086
H -12.544 15.661 1.591 0.4005 -0.2879 0.2550 0.2553
H -14.066 14.740 -0.708 -0.8441 0.1151 0.1303 0.2670
H -14.685 15.306 0.977 -0.3893 -0.2005 -0.5774 0.2881
C -17.276 6.718 0.243 -0.4680 0.6644 -0.3617 -0.8047
C -18.757 6.904 -0.131 0.9804 -1.3722 0.9037 0.4057
C -19.687 6.098 0.814 1.2965 0.0090 -1.4448 -0.3657
O -20.607 7.085 1.202 -1.4682 -0.8260 1.0527 -0.3459
C -20.282 8.304 0.739 -1.7437 1.5960 1.3907 0.6017
O -20.895 9.328 0.936 0.5203 -1.6139 -0.1911 -0.5798
O -19.154 8.228 0.116 2.0138 0.9221 -1.9176 -0.3062
H -16.593 7.376 -0.294 -0.2772 -0.1859 -0.4298 -0.4126
H -16.998 5.677 0.080 0.1434 0.0187 0.1468 0.4567
H -17.095 7.050 1.265 -0.2480 -0.4292 0.2560 0.3637
H -19.002 6.575 -1.140 0.3059 0.5930 -0.3149 0.3316
H -19.078 5.622 1.583 -0.4728 0.4860 0.7460 0.2745
H -20.113 5.282 0.231 -0.6766 0.1697 0.2436 0.3149
C -14.300 3.883 2.848 -0.5983 1.8126 0.4468 -0.8813
C -14.562 2.480 3.186 -0.0173 -1.3460 -1.3658 0.4306
C -15.525 1.749 2.248 -1.4142 0.1506 -1.0339 -0.5057
O -14.901 0.490 1.927 -2.9640 0.3962 0.3024 -0.3364
C -13.675 0.551 2.285 4.5815 -1.8963 0.0890 0.6267
O -12.869 -0.345 2.068 -1.4051 2.1463 0.7099 -0.5910
O -13.370 1.751 2.875 0.4192 -1.0706 0.5649 -0.3540
H -13.422 4.281 3.357 0.2241 -0.3620 -0.1572 0.1969
H -15.109 4.474 3.276 -0.2790 0.2459 -0.2462 0.4641
H -14.241 4.082 1.778 0.0305 -0.0949 0.1562 -0.2006
H -14.901 2.362 4.215 0.4629 -0.2297 0.1900 0.3658
H -15.713 2.168 1.259 0.4991 0.8275 0.0403 0.2602
H -16.543 1.639 2.620 0.2302 -0.5887 0.4986 0.3620
C -14.376 7.366 5.905 -0.0636 -0.8459 -0.4031 -0.9267
C -12.871 7.046 5.843 -0.3491 1.0355 0.3632 0.6291
O -12.250 6.890 6.875 -0.0082 -0.2069 -1.0548 -0.5580
C -12.241 7.052 4.426 -0.3190 -0.6288 0.6550 -0.2795
H -14.860 7.109 6.847 0.5704 0.2656 0.2811 0.3365
H -14.899 6.731 5.190 0.0178 0.1011 -0.4321 0.1712
H -14.600 8.398 5.636 0.2089 0.0265 -0.0127 0.2877
H -12.470 7.943 3.840 0.0604 0.3141 0.3900 0.2548
H -12.713 6.263 3.840 -0.0722 -0.2136 0.0604 -0.1417
H -11.174 6.834 4.465 -0.0583 0.2381 0.1059 0.2974
C -13.777 6.559 -0.488 -0.0747 0.4946 -0.2326 0.1600
C -13.480 7.656 0.507 -2.3987 0.5904 0.7000 1.0144
O -14.358 8.181 1.214 1.5424 -1.0081 -1.2049 -0.6089
C -12.050 8.053 0.599 -0.1839 0.1362 -0.2453 -0.4989
H -14.779 6.599 -0.916 0.0713 0.1427 0.2241 -0.1895
H -13.656 5.590 -0.004 0.2138 -0.0284 -0.0505 -0.5200
H -13.046 6.675 -1.288 -0.2859 -0.3680 -0.0096 0.2635
H -11.983 9.120 0.384 0.0526 0.1335 0.4473 0.2397
H -11.468 7.541 -0.168 0.2540 -0.1703 0.4689 0.2977
H -11.794 7.810 1.630 0.6563 0.2344 -0.1174 -0.1336
C -14.748 11.173 -1.909 1.2638 -0.9250 -0.4695 -1.1965
C -14.768 9.702 -2.323 0.9532 -0.8272 -2.1055 0.9689
O -13.807 9.029 -2.725 -1.2111 1.6198 1.4105 -0.6347
C -16.159 9.170 -2.505 0.2083 -0.1659 1.3431 -1.1526
H -15.122 11.322 -0.896 -0.0286 0.1024 -0.1479 0.3664
H -15.331 11.694 -2.669 -0.3281 0.1139 0.2551 0.4061
H -13.718 11.507 -2.030 0.0080 0.1890 0.3823 0.2951
H -16.660 9.496 -1.593 -0.6809 -0.0540 -0.1230 0.2635
H -16.140 8.081 -2.513 -0.1359 0.1120 -0.4464 0.2805
H -16.633 9.634 -3.370 -0.0015 -0.1843 0.0080 0.4557
C -10.587 3.761 -0.671 -0.2909 -0.1000 0.3110 -0.3277
Br -10.962 5.106 -2.065 0.5479 -0.9792 0.6211 -0.0003
Br -9.508 2.249 -1.207 -0.4021 0.4075 -0.2357 -0.0261
Br -12.271 3.156 0.191 0.9500 0.1629 -0.5750 0.0921
H -10.007 4.200 0.141 -0.2845 0.3142 -0.3983 0.3288
```
Positions in Å, forces in eV/Å.

Calculated values
Energy relative to the best compared isomer or geometry (same formula, charge and spin) in kcal per mole: 0.0
Charge: 0

***

(2)
Formula: C3H4O2S
Source: the OMol25 dataset
Level of theory: ωB97M-V/def2-TZVPD

XYZ file:
```
10
Properties=species:S:1:pos:R:3:forces:R:3:mulliken_charge:R:1
C 0.799 1.198 0.176 -2.0519 -1.5776 -2.3320 -0.9490
C 0.289 -0.270 0.028 8.9811 2.6154 -2.8532 0.7413
C -1.065 -0.642 0.079 -2.9712 0.8855 0.3124 0.0994
H 1.890 1.424 0.054 -1.2493 -0.5582 0.7548 0.3006
H 0.276 1.533 -0.797 0.8074 0.0485 1.1025 0.2880
H 0.130 1.626 0.916 0.7464 0.6259 0.4404 0.3432
H -0.018 -1.953 -0.151 -0.3570 -1.9028 0.8437 0.4636
O 1.130 -1.177 -0.415 -3.3499 3.1503 1.9413 -0.5568
O -0.990 -1.869 0.292 -0.0223 -4.7527 -0.2012 -0.4479
S -2.442 0.130 -0.182 -0.5333 1.4657 -0.0089 -0.2825
```
Positions in Å, forces in eV/Å.

Calculated values
Energy relative to the best compared isomer or geometry (same formula, charge and spin) in kcal per mole: 55.7
Charge: 0

***

Q: Which formula does entry 2 have?
A: C3H4O2S

***

Q: charge of number 2 (C3H4O2S)?
A: 0

***

Q: The lowest energy relative to the best compared isomer or geometry (same formula, charge and spin) belongs to which entry?
A: C26H43Br3O15

***

Q: Look up the energy relative to the best compared isomer or geometry (same formula, charge and spin) of the second one.
A: 55.7 kcal per mole